#A
13
Properties=species:S:1:pos:R:3 method="wB97M-V/def2-TZVPD" multiplicity=1 smiles=Cn1c(Cl)c[nH+]c1Cl homo_lumo_gap_ev=9.1 homo_energy_ev=-13.4476 charge=+1
Cl 1.86 1.28 -1.47
Cl -1.98 -1.46 1.47
N -0.25 0.43 -0.10
N 0.58 -1.55 0.69
C -0.53 -0.93 0.86
C -1.17 1.48 -0.41
C 1.54 -0.89 -0.01
C 0.94 0.19 -0.61
H 2.45 -1.30 -0.23
H -1.67 1.75 0.57
H -0.67 2.15 -0.94
H 0.85 -2.32 1.19
H -1.94 1.15 -1.00

=====

#B
13
Properties=species:S:1:pos:R:3 method="wB97M-V/def2-TZVPD" multiplicity=1 homo_lumo_gap_ev="7.0 / 7.0" homo_energy_ev="-13.9154 / -13.9159" charge=+1
Cl 2.45 1.28 0.33
Cl 0.13 1.51 1.94
N 0.78 -1.65 0.79
N -1.18 -0.91 0.14
C -0.21 1.15 -0.72
C 0.71 1.28 0.42
C -0.15 -1.77 0.00
C -1.29 0.25 -0.13
H 0.30 0.71 -1.56
H -0.57 2.17 -0.93
H 1.62 -2.27 0.70
H -2.34 0.71 -0.12
H -0.25 -2.46 -0.85

=====

Ranked by calculated energy, most stable first: #A, #B.

=====

#A
18
Properties=species:S:1:pos:R:3 method="wB97M-V/def2-TZVPD" multiplicity=1 smiles=CCCOC(O)(O)O homo_lumo_gap_ev=10.9 homo_energy_ev=-10.1689 charge=0
O 1.94 -0.37 1.16
O 0.53 -1.52 2.55
O -0.40 -0.08 1.05
O 0.56 -1.97 0.36
C -0.03 0.85 -1.22
C -1.37 0.48 -1.85
C -0.16 1.10 0.29
C 0.72 -0.99 1.29
H -1.80 -0.39 -1.36
H -0.45 -2.03 0.36
H 2.55 -1.00 0.75
H 0.36 1.76 -1.68
H -2.08 1.31 -1.75
H 0.75 1.59 0.66
H -1.25 0.26 -2.91
H -1.01 1.75 0.50
H 0.69 0.05 -1.39
H 0.45 -0.80 3.18

=====

#B
18
Properties=species:S:1:pos:R:3 method="wB97M-V/def2-TZVPD" multiplicity=1 smiles="O=CCCC=O.O.O" homo_lumo_gap_ev=10.6 homo_energy_ev=-9.9516 charge=0
O -1.58 1.87 -2.14
O 0.58 -2.23 1.75
O -0.24 -0.49 -2.47
O 0.22 0.74 2.67
C -0.46 0.10 0.49
C 0.55 -0.78 -1.60
C -0.16 1.09 1.58
C 0.79 0.13 -0.40
H -1.40 1.07 -2.67
H 1.70 -0.13 0.14
H 1.01 -1.76 -1.51
H -0.77 2.36 -2.09
H -0.63 -0.90 0.93
H 0.78 -3.09 2.10
H -0.27 2.17 1.42
H 0.87 1.17 -0.72
H -1.41 0.29 0.02
H 0.42 -1.62 2.49

=====

Ranked by calculated energy, most stable first: #A, #B.

=====

#A
18
Properties=species:S:1:pos:R:3 method="wB97M-V/def2-TZVPD" multiplicity=1 smiles=NCc1ccccc1O homo_lumo_gap_ev=9.8 homo_energy_ev=-8.9835 charge=0
O -0.86 1.98 0.12
N -2.80 -0.06 -0.15
C 0.12 0.94 0.10
C 2.42 0.35 -0.08
C 2.10 -0.98 -0.02
C 1.39 1.32 -0.06
C -0.28 -0.37 0.05
C -1.74 -0.89 0.07
C 0.70 -1.28 -0.01
H 3.37 0.67 0.01
H 0.51 -2.38 0.20
H 1.66 2.23 -0.15
H -2.64 0.11 -1.09
H -1.93 -1.57 1.20
H -2.56 0.61 0.44
H -1.84 -1.70 -0.61
H 2.68 -1.68 0.02
H -0.33 2.70 -0.03

=====

#B
18
Properties=species:S:1:pos:R:3 method="wB97M-V/def2-TZVPD" multiplicity=1 smiles="O[C@]12C=CC=C1CNC2" homo_lumo_gap_ev=9.0 homo_energy_ev=-8.1630 charge=0
O -0.06 0.68 1.64
N 0.36 1.77 -0.76
C 0.67 -0.43 -0.42
C -1.31 -1.02 0.75
C -0.79 1.18 -0.52
C 0.60 -1.77 -0.52
C -0.52 -2.05 0.31
C -0.44 0.13 0.41
C 1.43 0.75 -0.90
H -2.20 -1.19 1.53
H 1.38 -2.46 -1.07
H 1.80 0.71 -2.07
H 0.22 1.58 1.60
H -0.96 -3.13 0.66
H -1.52 1.92 -0.22
H 2.27 0.89 -0.05
H 0.45 2.50 -1.48
H -1.34 0.62 -1.28

=====

Ranked by calculated energy, most stable first: #A, #B.

=====

#A
8
Properties=species:S:1:pos:R:3 method="wB97M-V/def2-TZVPD" multiplicity=1 smiles=c1ncnnn1 homo_lumo_gap_ev=9.5 homo_energy_ev=-10.1661 charge=0
N -0.77 0.65 0.47
N 0.95 0.31 -1.10
N 0.53 -1.33 0.41
N 1.30 -0.81 -0.51
C -0.41 -0.54 0.93
C -0.14 0.94 -0.66
H -0.93 -0.92 1.81
H -0.53 1.69 -1.35

=====

#B
8
Properties=species:S:1:pos:R:3 method="wB97M-V/def2-TZVPD" multiplicity=1 homo_lumo_gap_ev=8.7 homo_energy_ev=-8.2049 charge=0
N -0.08 1.03 0.01
N -0.21 -2.03 1.34
N -0.19 -0.89 1.33
N -0.04 0.09 -2.25
C -0.15 0.40 1.25
C 0.02 0.52 -1.10
H -0.19 0.98 2.15
H 0.84 -0.11 -2.72

=====

Ranked by calculated energy, most stable first: #A, #B.

=====

#A
8
Properties=species:S:1:pos:R:3 method="wB97M-V/def2-TZVPD" multiplicity=1 homo_lumo_gap_ev=8.5 homo_energy_ev=-8.1274 charge=0
N 1.00 0.91 0.32
N -1.59 0.43 -0.79
N -0.13 -1.06 0.50
N 0.51 1.94 0.20
C 1.12 -0.38 0.41
C -0.91 -0.36 -0.15
H 2.06 -0.89 0.40
H -2.07 -0.59 -0.88

=====

#B
8
Properties=species:S:1:pos:R:3 method="wB97M-V/def2-TZVPD" multiplicity=1 homo_lumo_gap_ev=10.5 homo_energy_ev=-9.6490 charge=0
N -0.85 1.86 -1.83
N 0.17 1.21 0.20
N -0.35 1.50 -0.88
N -0.13 -1.23 -0.48
C -0.29 -1.20 0.77
C 0.60 -0.17 0.29
H 1.68 -0.27 0.37
H -0.84 -1.71 1.55

=====

Ranked by calculated energy, most stable first: #B, #A.

=====

#A
8
Properties=species:S:1:pos:R:3 method="wB97M-V/def2-TZVPD" multiplicity=1 homo_lumo_gap_ev=9.0 homo_energy_ev=-8.2324 charge=0
N -1.18 1.03 -0.12
N 1.06 1.76 -0.41
N -0.05 1.52 -0.31
N 0.08 -0.93 0.10
C -1.04 -0.39 -0.19
C 1.32 -0.92 0.21
H 1.73 -1.12 1.22
H -1.91 -0.95 -0.51

=====

#B
8
Properties=species:S:1:pos:R:3 method="wB97M-V/def2-TZVPD" multiplicity=1 smiles=c1ncnnn1 homo_lumo_gap_ev=9.4 homo_energy_ev=-10.1565 charge=0
N 1.26 0.45 -0.86
N -0.16 -0.05 1.00
N 0.04 0.05 -1.76
N -1.03 -0.32 -1.23
C -1.12 -0.36 0.20
C 1.05 0.36 0.41
H 1.82 0.61 1.18
H -2.10 -0.70 0.56

=====

Ranked by calculated energy, most stable first: #B, #A.